Entry 1:
{
  "formula": "C17H22F2O2Si2",
  "method": "ωB97M-V/def2-TZVPD",
  "elements": ["C", "Si", "C", "C", "C", "C", "F", "F", "Si", "C", "C", "C", "C", "C", "C", "H", "H", "H", "H", "H", "H", "H", "H", "H", "H", "H", "H", "H", "H", "H", "H", "H", "H", "C", "C", "C", "O", "C", "C", "C", "O", "H", "H", "H", "H"],
  "xyz": [[1.566974, -2.209203, -0.941098], [0.536424, -0.790162, -1.741437], [0.517016, -1.131212, -3.628432], [-1.228277, -0.617314, -0.966001], [-2.145119, -1.918981, -1.145890], [-3.613189, -1.525731, -0.568566], [-4.354319, -2.671036, -0.113586], [-3.508144, -0.633943, 0.582345], [-4.672596, -0.535268, -1.867195], [1.391993, 0.923624, -1.411822], [0.945077, 2.075512, -2.377331], [1.546210, 3.492992, -2.154385], [2.553307, 3.665492, -0.982652], [3.006235, 2.523998, -0.033345], [2.408536, 1.112554, -0.253349], [2.586016, -2.331505, -1.461530], [1.784007, -1.970888, 0.152974], [0.974002, -3.187558, -0.965739], [0.947097, -0.259968, -4.239144], [1.106142, -2.086974, -3.906121], [-0.562984, -1.314606, -3.990103], [-1.056347, -0.344654, 0.143875], [-1.676351, 0.339201, -1.439155], [-1.709035, -2.777294, -0.509240], [-2.224649, -2.299130, -2.216965], [-3.730956, 0.105930, -2.816114], [-5.575299, -1.441581, -2.572317], [-5.367693, 0.582703, -1.190886], [0.173415, 1.895974, -3.213381], [1.211835, 4.353793, -2.823149], [2.967371, 4.721970, -0.801080], [3.725082, 2.682145, 0.832791], [2.637158, 0.190603, 0.382401], [-0.621062, 0.455142, 4.304654], [-0.391788, -0.423444, 3.328047], [0.983562, -0.828890, 2.969262], [1.193603, -1.629878, 2.075576], [2.094474, -0.224872, 3.734888], [1.865484, 0.653636, 4.711463], [0.489777, 1.059501, 5.070743], [0.280095, 1.859190, 5.962633], [-1.621572, 0.764036, 4.580258], [-1.194108, -0.875934, 2.757618], [3.095099, -0.533953, 3.458944], [2.667497, 1.105981, 5.281543]],
  "forces_ev_per_angstrom": [[0.4, -0.1, 0.5], [0.8, 0.0, 0.3], [-0.5, -0.4, -1.2], [0.2, 0.3, -0.1], [-0.4, 0.4, 1.8], [0.3, -0.2, 0.2], [1.4, 1.6, -0.5], [0.1, -1.8, -1.5], [0.4, 0.4, 0.4], [0.9, 2.6, 0.0], [2.8, 1.2, 3.1], [0.7, -3.6, 2.3], [-1.0, -2.0, -0.4], [-2.8, -1.1, -2.8], [-1.4, 3.1, -2.6], [-1.6, 0.1, 0.6], [-0.3, -0.5, -1.6], [0.9, 1.2, 0.0], [-0.6, -1.3, 0.9], [-0.9, 1.6, 0.5], [1.6, 0.3, 0.4], [-0.4, -0.7, -1.7], [0.4, -1.6, 0.7], [-0.7, 1.3, -0.9], [0.0, 0.7, 1.3], [0.0, -0.2, 0.0], [-0.1, -0.2, -0.1], [-0.1, -0.3, 0.0], [1.4, 0.2, 1.5], [0.7, -1.3, 1.2], [-0.7, -1.9, -0.3], [-1.1, 0.0, -1.4], [-0.2, 1.7, -0.9], [-0.1, -0.2, -0.2], [-0.2, 0.1, 0.1], [0.0, -0.2, -0.2], [-0.1, 0.2, 0.5], [0.1, 0.2, 0.2], [0.2, -0.2, -0.2], [-0.1, 0.3, 0.4], [0.1, -0.2, -0.2], [0.0, 0.0, 0.0], [0.0, 0.0, 0.0], [0.0, 0.0, 0.0], [0.0, 0.0, 0.0]],
  "mulliken_charge": [-0.779, 0.445, -1.143, -0.302, -0.768, 0.619, -0.317, -0.275, 0.405, 0.361, -0.324, -0.536, -0.293, -0.537, -0.090, 0.291, 0.113, 0.291, 0.343, 0.285, 0.307, 0.060, 0.334, 0.280, 0.286, -0.122, -0.118, -0.105, 0.231, 0.312, 0.277, 0.315, 0.215, -0.434, -0.376, 0.444, -0.604, -0.234, -0.428, 0.348, -0.552, 0.421, 0.492, 0.449, 0.416],
  "smiles": "C[Si](C)(CCC(F)(F)[SiH3])c1ccccc1.O=C1C=CC(=O)C=C1",
  "lumo_energy_ev": -1.7,
  "largest_force_ha_per_bohr": 0.08453
}



Entry 2:
{
  "formula": "C17H22GeN4SSn",
  "method": "ωB97M-V/def2-TZVPD",
  "elements": ["Sn", "N", "C", "S", "N", "N", "C", "C", "C", "C", "C", "C", "C", "C", "C", "C", "C", "C", "N", "H", "H", "H", "H", "H", "H", "H", "H", "H", "H", "H", "C", "Ge", "C", "C", "C", "H", "H", "H", "H", "H", "H", "H", "H", "H", "H", "H"],
  "xyz": [[-0.202753, -0.509739, -0.952790], [3.105934, 1.366490, -2.892108], [2.190201, 0.962753, -2.015984], [1.857229, -0.807770, -2.076018], [1.647681, 1.825614, -1.205760], [0.755939, 1.264932, -0.325453], [0.717723, 1.591437, 0.927637], [1.460310, 2.697207, 1.520376], [2.149361, 2.509453, 2.725384], [2.869023, 3.553837, 3.275149], [2.876635, 4.793907, 2.648332], [2.185158, 4.987826, 1.458341], [1.493882, 3.940372, 0.879797], [-0.099159, 0.666916, 1.765076], [-0.532272, 0.990001, 3.034133], [-1.235596, 0.041302, 3.771864], [-1.489108, -1.202455, 3.219807], [-1.065745, -1.452594, 1.927322], [-0.386652, -0.542055, 1.220715], [3.535323, 0.733507, -3.544832], [3.396616, 2.332689, -2.886664], [2.156336, 1.541548, 3.211341], [3.421776, 3.403782, 4.192053], [3.426761, 5.614207, 3.089537], [2.191259, 5.957004, 0.979270], [0.965783, 4.086629, -0.051878], [-0.326948, 1.971360, 3.436117], [-1.581013, 0.279624, 4.769111], [-2.015985, -1.969803, 3.768624], [-1.260709, -2.399454, 1.440613], [-0.854971, -3.891579, -1.012351], [-1.990003, -2.986616, -2.332846], [-3.809203, -3.643309, -2.349432], [-1.128803, -2.920480, -4.068814], [-2.077417, -1.077075, -1.658305], [-0.569877, -4.881375, -1.369998], [-1.377154, -4.033890, -0.065239], [0.091946, -3.364537, -0.826497], [-3.816708, -4.675363, -2.700121], [-4.419727, -3.048984, -3.028100], [-4.253633, -3.614042, -1.355537], [-1.043665, -3.932469, -4.464775], [-0.125084, -2.496195, -4.018898], [-1.721331, -2.332859, -4.769695], [-2.775428, -0.948983, -0.829780], [-2.335931, -0.380762, -2.458718]],
  "forces_ev_per_angstrom": [[0.0, 0.0, 0.1], [0.0, 0.0, 0.0], [0.0, 0.1, 0.0], [0.0, 0.0, 0.0], [0.0, 0.0, 0.0], [0.1, 0.1, 0.0], [0.0, 0.0, 0.0], [0.0, 0.0, 0.0], [0.0, 0.0, 0.0], [0.0, 0.0, 0.0], [0.0, 0.0, 0.0], [0.0, 0.0, 0.0], [0.0, 0.0, 0.0], [0.0, 0.0, 0.0], [0.0, 0.0, 0.0], [0.0, 0.0, 0.0], [0.0, 0.0, 0.0], [0.0, 0.0, 0.0], [0.0, 0.0, 0.0], [0.0, 0.0, 0.0], [0.0, 0.0, 0.0], [0.0, 0.0, 0.0], [0.0, 0.0, 0.0], [0.0, 0.0, 0.0], [0.0, 0.0, 0.0], [0.0, 0.0, 0.0], [0.0, 0.0, 0.0], [0.0, 0.0, 0.0], [0.0, 0.0, 0.0], [0.0, 0.0, 0.0], [0.0, 0.0, 0.0], [0.0, 0.0, 0.0], [0.0, 0.0, 0.0], [0.0, 0.0, 0.0], [0.0, 0.0, 0.0], [0.0, 0.0, 0.0], [0.0, 0.0, 0.0], [0.0, 0.0, 0.0], [0.0, 0.0, 0.0], [0.0, 0.0, 0.0], [0.0, 0.0, 0.0], [0.0, 0.0, 0.0], [0.0, 0.0, 0.0], [0.0, 0.0, 0.0], [0.0, 0.0, 0.0], [0.0, 0.0, 0.0]],
  "mulliken_charge": [1.032, -0.387, 0.748, -0.329, -1.023, 0.326, 0.661, 0.242, -0.234, -0.854, -0.413, -0.753, -0.173, 0.336, -0.558, -0.560, -0.788, 0.243, -0.195, 0.196, 0.250, 0.544, 0.428, 0.432, 0.425, 0.456, 0.627, 0.485, 0.443, 0.269, -1.176, 0.312, -1.087, -0.976, -1.293, 0.407, 0.344, 0.380, 0.385, 0.375, 0.382, 0.376, 0.319, 0.364, 0.482, 0.527],
  "lumo_energy_ev": -7.6,
  "charge": 2,
  "largest_force_ha_per_bohr": 0.00151,
  "de_lowest_kj_mol": 0.0
}



Entry 3:
{
  "formula": "C17H22HgN2O2",
  "method": "ωB97M-V/def2-TZVPD",
  "elements": ["Hg", "N", "C", "C", "C", "C", "C", "C", "H", "H", "H", "H", "H", "H", "H", "C", "O", "C", "O", "H", "H", "H", "C", "N", "C", "C", "C", "C", "C", "C", "C", "C", "H", "H", "H", "H", "H", "H", "H", "H", "H", "H", "H", "H"],
  "xyz": [[-0.027033, -0.486449, 2.447157], [0.720541, 2.955884, 1.362153], [0.780271, 3.176180, -0.003820], [1.106830, 2.130747, -0.874482], [1.264115, 2.372727, -2.227931], [1.106215, 3.653541, -2.746411], [0.763201, 4.690331, -1.889793], [0.592203, 4.456864, -0.533919], [0.173006, 3.592825, 1.913525], [0.672691, 1.992267, 1.662461], [1.212624, 1.126583, -0.474696], [1.512826, 1.550056, -2.887210], [1.243975, 3.833005, -3.805284], [0.629870, 5.693707, -2.277211], [0.305326, 5.265491, 0.130550], [2.978808, -1.452751, 5.696204], [2.117605, -0.660782, 4.869178], [0.757290, -0.884413, 5.019469], [0.379510, -1.670108, 5.850381], [3.991338, -1.095098, 5.524339], [2.898520, -2.505595, 5.420898], [2.710173, -1.352655, 6.747380], [-3.180452, -0.943001, -2.568827], [-2.879053, -0.421108, -1.251642], [-1.956692, 0.696843, -1.331730], [-2.425035, -1.444510, -0.302784], [-1.100977, -2.119844, -0.612485], [-1.075276, -3.191526, -1.509863], [0.113920, -3.844764, -1.808334], [1.290360, -3.426129, -1.200239], [1.258154, -2.372922, -0.289804], [0.074222, -1.708167, 0.021630], [-3.738057, -0.190811, -3.133713], [-3.803843, -1.834658, -2.474844], [-2.281287, -1.209329, -3.147577], [-2.409003, 1.495578, -1.925994], [-0.995604, 0.428203, -1.792182], [-1.752135, 1.075679, -0.329126], [-3.219955, -2.194764, -0.236118], [-2.343744, -0.955280, 0.669335], [-1.996805, -3.534703, -1.972874], [0.117738, -4.681648, -2.497202], [2.226267, -3.930814, -1.418417], [2.187352, -2.074680, 0.189851]],
  "forces_ev_per_angstrom": [[0.1, -0.2, -0.1], [0.1, 0.0, -0.2], [0.1, 0.1, 0.0], [0.0, 0.0, 0.0], [0.0, 0.1, 0.1], [0.0, 0.0, -0.1], [0.0, -0.1, 0.0], [-0.1, 0.0, 0.0], [-0.1, 0.0, 0.0], [-0.1, 0.0, 0.1], [0.0, 0.0, 0.0], [0.0, 0.0, 0.0], [0.0, 0.0, 0.0], [0.0, 0.0, 0.0], [0.1, 0.0, 0.0], [-0.2, 0.1, 0.0], [0.3, 0.1, 0.1], [-0.2, -0.1, -0.9], [-0.1, -0.1, 0.3], [0.0, 0.0, 0.0], [0.0, 0.0, 0.0], [0.0, 0.0, 0.0], [0.0, 0.1, 0.1], [0.0, 0.0, 0.0], [-0.1, 0.0, 0.0], [0.0, 0.0, -0.1], [-0.1, -0.1, 0.1], [0.1, 0.0, 0.0], [0.0, 0.1, 0.0], [0.0, 0.0, 0.0], [0.0, 0.0, 0.0], [0.0, 0.2, 0.7], [0.0, 0.0, 0.0], [0.0, 0.0, 0.0], [0.0, 0.0, 0.0], [0.0, 0.0, 0.0], [0.0, 0.0, 0.0], [0.0, 0.0, 0.0], [0.0, 0.0, 0.0], [0.0, 0.0, 0.0], [0.0, 0.0, 0.0], [0.0, 0.0, 0.0], [0.0, 0.0, 0.0], [0.0, 0.0, 0.0]],
  "mulliken_charge": [0.285, -0.439, 0.713, -0.286, -0.297, -0.610, -0.445, -0.546, 0.218, -0.001, 0.196, 0.377, 0.375, 0.351, 0.300, -0.605, -0.252, 0.044, -0.526, 0.208, 0.267, 0.253, -0.983, 0.063, -0.886, -1.603, 1.306, -0.485, -0.499, -0.454, -0.242, -0.838, 0.346, 0.309, 0.322, 0.367, 0.298, 0.160, 0.543, 0.316, 0.311, 0.362, 0.348, 0.359],
  "spin_multiplicity": 2,
  "lumo_energy_ev": [3.1, 2.8],
  "charge": -1,
  "largest_force_ha_per_bohr": 0.01824,
  "de_lowest_kj_mol": 74.8
}



Entry 4:
{
  "formula": "C17H22HgN2O2",
  "method": "ωB97M-V/def2-TZVPD",
  "elements": ["Hg", "N", "C", "C", "C", "C", "C", "C", "H", "H", "H", "H", "H", "H", "H", "C", "O", "C", "O", "H", "H", "H", "C", "N", "C", "C", "C", "C", "C", "C", "C", "C", "H", "H", "H", "H", "H", "H", "H", "H", "H", "H", "H", "H"],
  "xyz": [[1.118550, -0.588999, -0.024443], [0.658769, 3.129269, -0.279773], [1.457662, 3.184486, -1.419251], [1.239299, 2.298068, -2.477455], [1.998931, 2.385726, -3.631153], [2.990743, 3.352598, -3.765684], [3.212518, 4.228916, -2.712147], [2.458224, 4.148386, -1.549873], [1.069857, 3.517057, 0.553426], [0.244336, 2.226728, -0.095222], [0.487233, 1.522426, -2.379781], [1.820414, 1.675256, -4.429793], [3.584683, 3.412882, -4.668778], [3.988146, 4.982400, -2.788407], [2.647063, 4.833394, -0.729655], [-0.077958, -1.736960, -4.023556], [0.065483, -1.188637, -2.714678], [0.855955, -1.948674, -1.805713], [1.320066, -2.986456, -2.192463], [-0.367301, -0.915649, -4.678727], [-0.856402, -2.503626, -4.041569], [0.850330, -2.186784, -4.371131], [-3.219358, -2.940191, 2.395060], [-2.528111, -2.501515, 1.201832], [-1.370632, -3.338961, 0.935475], [-2.214164, -1.067165, 1.182571], [-1.228595, -0.560137, 2.225798], [-1.676079, -0.389875, 3.541444], [-0.824725, 0.057734, 4.541990], [0.490688, 0.367061, 4.223140], [0.928279, 0.230133, 2.909020], [0.093438, -0.234035, 1.888128], [-3.583079, -3.959804, 2.244184], [-4.082449, -2.297008, 2.586437], [-2.588437, -2.940346, 3.298095], [-1.692182, -4.380294, 0.855066], [-0.602174, -3.276403, 1.721815], [-0.905829, -3.053583, -0.007172], [-3.164004, -0.533851, 1.290225], [-1.813811, -0.836465, 0.193736], [-2.713588, -0.599781, 3.785180], [-1.188777, 0.174310, 5.556116], [1.166930, 0.729629, 4.990310], [1.950057, 0.508741, 2.667376]],
  "forces_ev_per_angstrom": [[0.2, -0.2, -0.3], [-0.1, 0.1, -0.1], [0.0, 0.0, 0.1], [0.0, 0.0, 0.0], [0.0, 0.0, 0.0], [-0.1, 0.0, 0.1], [0.0, 0.0, 0.0], [0.0, 0.0, 0.0], [0.1, -0.1, 0.0], [0.1, -0.1, 0.0], [0.0, 0.0, 0.0], [0.0, 0.0, 0.0], [0.0, 0.0, 0.0], [0.0, 0.0, 0.0], [0.0, 0.0, 0.0], [-0.1, 0.1, 0.1], [0.2, -0.2, 0.0], [-0.5, 0.7, -0.1], [0.2, -0.4, 0.0], [0.0, 0.0, 0.0], [0.0, 0.0, 0.0], [0.1, 0.0, 0.0], [0.0, 0.0, 0.0], [0.0, 0.0, 0.0], [0.0, 0.0, 0.0], [0.1, -0.1, 0.1], [-0.1, 0.1, 0.1], [0.0, 0.0, -0.1], [0.0, 0.0, -0.1], [0.0, 0.0, -0.1], [-0.2, 0.1, 0.2], [0.0, -0.1, 0.2], [0.0, 0.0, 0.0], [0.0, 0.0, 0.0], [0.0, 0.0, 0.0], [0.0, 0.0, 0.0], [0.0, 0.0, 0.0], [0.0, 0.0, 0.0], [0.0, 0.0, 0.0], [0.0, 0.0, 0.0], [0.0, 0.0, 0.0], [0.0, 0.0, 0.0], [0.0, 0.0, 0.0], [0.0, 0.0, 0.0]],
  "mulliken_charge": [-0.091, -0.571, 0.662, -0.232, -0.536, -0.554, -0.393, -0.518, 0.240, 0.150, 0.391, 0.341, 0.366, 0.329, 0.282, -0.819, -0.177, 0.109, -0.604, 0.225, 0.265, 0.341, -1.016, 0.084, -0.754, -1.728, 1.614, -0.447, -0.573, -0.525, -0.494, -0.378, 0.349, 0.302, 0.352, 0.354, 0.287, 0.121, 0.560, 0.386, 0.353, 0.360, 0.348, 0.236],
  "spin_multiplicity": 2,
  "lumo_energy_ev": [3.2, 3.2],
  "charge": -1,
  "largest_force_ha_per_bohr": 0.01682,
  "de_lowest_kj_mol": 0.0
}